(1)
25
Properties=species:S:1:pos:R:3:mulliken_spin:R:1 method="wB97M-V/def2-TZVPD" lumo_ev="-8.50 / -13.01" spin_multiplicity=5 orbital_gap_ev="6.44 / 4.43" homo_ev="-14.94 / -17.45" charge=+2
Cl 0.61493 0.25393 -2.99765 0.84
C -0.47365 1.54832 0.81957 0.02
C -1.07886 0.26846 1.07178 0.30
C -1.96282 -0.01834 -0.04196 -0.05
H -0.92054 -0.35830 1.94061 0.03
C -1.89954 1.08641 -0.97251 0.26
C -0.94228 2.03175 -0.44796 0.26
H -0.62451 2.93598 -0.97015 0.01
H 0.24016 2.05505 1.46389 0.00
H -2.58344 -0.89575 -0.17556 0.00
C -2.62815 1.16270 -2.26632 0.02
Os 0.13323 0.03728 -0.73897 1.90
C -0.04987 -1.84691 -0.80336 0.10
O -0.14413 -3.00716 -0.86743 0.11
C 2.02893 0.05957 -0.56528 0.03
O 3.19621 0.00028 -0.50415 0.08
H -3.04044 0.18130 -2.51741 0.00
H -1.96419 1.44102 -3.07661 0.01
H -3.45626 1.88171 -2.21719 0.02
C 2.88982 -1.65936 2.18333 0.01
O 1.62410 -0.99731 2.15283 0.04
H 3.61523 -1.02325 1.66660 0.00
H 2.73895 -2.58202 1.60981 0.00
H 3.25655 -1.87285 3.20071 0.01
H 1.43057 -0.68252 3.05340 0.00

=====

(2)
26
Properties=species:S:1:pos:R:3:mulliken_charge:R:1 method="wB97M-V/def2-TZVPD" lumo_ev=-0.21 orbital_gap_ev=9.09 relative_energy_ev=1.740 homo_ev=-9.30 charge=0
C 0.32700 3.44717 0.14422 -0.25
C 0.25329 2.89839 -1.18761 -0.79
C 0.17995 2.62741 1.29454 -0.66
C -0.12107 1.55130 -1.25253 -0.08
C -0.25902 1.35379 1.14922 -0.02
C -0.33123 0.80669 -0.10758 -0.15
C -2.46786 -2.21735 -0.70621 -0.61
C 0.39416 -2.60406 1.14677 -0.77
C -0.53654 -0.72098 -0.19094 0.85
O 3.66275 0.23153 -1.38700 -0.46
O 3.24574 -0.98439 0.72908 -0.48
O -1.76478 -0.88393 -0.68217 -0.36
O -0.21222 -1.28847 0.94847 -0.34
S 2.82223 0.01612 -0.22878 0.83
Cl 0.74007 -1.32445 -1.48385 -0.23
H 0.53032 4.51213 0.19787 0.37
H 0.44386 3.65414 -1.93574 0.40
H 0.10803 3.12799 2.34083 0.25
H -0.36934 1.12903 -2.22923 0.36
H -0.53485 0.77983 2.05957 0.30
H -2.01443 -2.64140 0.26257 0.23
H -2.20056 -2.72185 -1.54393 0.28
H -3.50303 -1.92255 -0.65343 0.28
H 1.43205 -2.46391 1.35351 0.32
H 0.40294 -3.18473 0.17843 0.36
H -0.22747 -3.17743 1.78391 0.35

=====

(3)
24
Properties=species:S:1:pos:R:3:mulliken_charge:R:1 method="wB97M-V/def2-TZVPD" lumo_ev=0.29 orbital_gap_ev=8.84 relative_energy_ev=8.004 homo_ev=-8.55 charge=0
C 2.21358 2.37206 0.87472 -0.71
C 1.30018 0.17812 -0.31769 0.62
C 3.07763 -2.16983 -0.43497 -0.59
C -0.91450 -0.44940 -0.28641 0.31
C -1.71965 -1.41861 0.31015 -0.39
C -3.13311 -1.43284 0.51209 -0.66
C -3.84901 -0.19571 0.13102 -0.27
C -3.07544 0.80862 -0.41422 -0.65
C -1.65257 0.69401 -0.61959 0.89
H 2.64953 3.02869 0.03600 0.29
H 3.21887 1.65253 1.23257 0.25
H 1.77333 3.09395 1.92052 0.25
H 0.46034 2.09608 -0.35455 0.30
H 4.29472 -1.87488 -1.22412 0.19
H 1.67556 -2.65161 -0.93457 0.27
H 3.41316 -2.77123 0.88617 0.21
H -1.11094 -2.38209 0.29987 0.24
H -3.67942 -2.26084 0.92159 0.41
H -5.03235 -0.39473 0.07688 0.23
H -3.54956 1.88823 -0.53336 0.23
N 1.14326 1.38005 0.37380 -0.36
N 0.48556 -0.70679 -0.70940 -0.49
F -1.09112 1.80061 -1.38816 -0.40
S 3.10196 -0.28439 -0.35833 -0.21

=====

(4)
23
Properties=species:S:1:pos:R:3:mulliken_spin:R:1 method="wB97M-V/def2-TZVPD" lumo_ev="-3.12 / -7.18" spin_multiplicity=3 orbital_gap_ev="5.19 / 5.97" homo_ev="-8.30 / -13.15" charge=+1
C 0.56185 -3.02775 0.20063 0.25
C 1.39448 -1.92395 0.37733 0.29
C -0.67324 -2.98288 -0.33912 0.29
C 0.87898 -0.71807 0.01924 0.36
C -0.42750 -0.59811 -0.39376 0.36
C -1.24828 -1.71197 -0.58157 0.24
C 1.43651 0.70795 0.12626 0.01
C -0.88404 0.97158 -0.52255 0.00
C 0.33607 2.95860 0.10120 0.00
N 0.17725 1.49892 0.32428 0.00
O -2.06560 1.27779 0.19897 0.02
F -2.52812 -1.51521 -0.89261 0.06
H 0.94521 -3.94728 0.43164 0.03
H 2.45496 -2.12374 0.74437 0.00
H -1.30533 -3.79815 -0.19245 0.03
H 1.99087 0.86477 1.05807 0.01
H 2.05501 1.01571 -0.70521 0.03
H -1.02127 1.28826 -1.49721 0.03
H 0.74929 3.15308 -0.92317 0.00
H -0.68880 3.40013 0.24934 0.00
H 1.02297 3.27509 0.90124 0.00
H -0.35874 1.18078 1.27848 0.01
H -2.80254 0.75446 0.03660 0.00

=====

(5)
25
Properties=species:S:1:pos:R:3:mulliken_spin:R:1 method="wB97M-V/def2-TZVPD" lumo_ev="-0.84 / -0.32" spin_multiplicity=5 orbital_gap_ev="7.26 / 8.06" homo_ev="-8.09 / -8.38" charge=0
Fe 0.30444 -0.04403 -0.47738 3.23
C 1.59074 0.82756 2.69244 0.02
C 1.12923 -0.43247 2.34768 -0.02
C 1.72862 -1.13393 1.29895 0.02
C 2.77623 -0.54744 0.58543 0.00
C 3.22193 0.72524 0.92831 0.01
C 2.63562 1.40484 1.98308 0.00
H 1.13883 1.35303 3.52026 0.00
H 0.32260 -0.88746 2.90507 0.00
H 1.45185 -2.16424 1.10455 0.00
H 3.28582 -1.11212 -0.18512 0.00
H 4.04196 1.16581 0.38061 0.00
H 2.98872 2.38855 2.25113 0.00
I -1.62822 -1.57360 -0.13022 0.09
C -4.06507 0.76966 1.31239 0.87
I -2.73606 2.06890 2.18034 0.07
H -4.42270 -0.05343 1.89129 0.02
H -4.50397 1.04277 0.37720 0.02
C -1.61683 2.07290 -1.67289 -0.06
C -0.59489 1.53793 -0.76710 -0.28
O 0.03885 1.99630 0.14631 -0.06
H -1.16941 2.16122 -2.66403 0.00
H -1.94943 3.05295 -1.33323 -0.01
H -2.45515 1.37880 -1.75065 0.00
I 1.28100 -0.21826 -2.75750 0.07

=====

(6)
26
Properties=species:S:1:pos:R:3:mulliken_spin:R:1 method="wB97M-V/def2-TZVPD" lumo_ev="0.50 / -2.35" spin_multiplicity=2 orbital_gap_ev="7.57 / 4.48" relative_energy_ev=0.346 homo_ev="-7.08 / -6.84" charge=0
Hg -1.38171 0.73894 2.76079 0.14
O 0.83096 0.39693 1.27213 0.35
C 1.06613 0.94005 0.16733 0.02
C 2.21656 1.78916 0.01498 0.16
C 2.65273 2.21089 -1.20753 -0.10
C 1.92822 1.89458 -2.36028 0.22
C 0.75337 1.18278 -2.25182 -0.12
C 0.27748 0.70474 -1.03039 0.18
C -0.98077 0.01007 -0.97238 -0.01
N -1.59875 -0.47221 0.09733 0.06
C -2.75301 -1.02680 -0.33528 -0.01
C -2.85677 -0.90240 -1.69262 0.08
N -1.73343 -0.24501 -2.08697 0.02
H 2.77101 2.03420 0.90997 0.00
H 3.55754 2.79581 -1.29717 0.00
H 2.28362 2.20924 -3.33124 0.01
H 0.19769 0.98909 -3.15820 0.00
H -3.43496 -1.48787 0.34913 0.00
H -3.61020 -1.20541 -2.38913 0.00
H -1.51081 0.01624 -3.03215 0.00
N 0.91471 -2.19752 3.43280 0.00
N -0.48796 -2.02279 3.14688 0.01
H 1.06855 -1.96766 4.41448 0.00
H 1.40963 -1.50447 2.87286 0.00
H -0.98884 -2.80140 3.57090 0.00
H -0.59099 -2.07918 2.13554 0.00

=====

(7)
23
Properties=species:S:1:pos:R:3:mulliken_charge:R:1 method="wB97M-V/def2-TZVPD" lumo_ev="0.26 / -0.26" orbital_gap_ev="7.79 / 6.32" relative_energy_ev=3.316 homo_ev="-7.53 / -6.59" charge=0
C -1.53839 -1.35027 -3.33063 -0.93
C -1.37010 -0.26692 -2.43508 -0.17
I -2.07464 1.67047 -2.65870 0.12
C -0.55245 -0.62712 -0.93864 -0.71
N -0.49773 -1.88296 -0.47035 0.25
N 0.10067 -1.92958 0.75481 -0.92
C 0.24613 -0.70639 1.13489 0.11
C -0.08348 0.22817 0.04039 1.54
C 0.16534 1.53703 0.30855 -0.32
C 0.88213 2.07542 1.48915 -0.78
C 1.66904 0.92650 2.22410 -0.75
C 0.78931 -0.32734 2.40195 -0.26
H -1.66847 -1.04630 -4.41124 0.36
H -0.50332 -1.99710 -3.35964 0.24
H -2.47704 -2.11537 -3.12445 0.20
H -0.51639 -2.67893 -1.12801 0.27
H -0.23337 2.27803 -0.42947 0.00
H 1.51912 2.93607 1.05133 0.33
H 0.17284 2.58928 2.07378 0.36
H 2.49339 0.67310 1.49531 0.30
H 2.17921 1.26739 3.18517 0.30
H -0.03351 0.00689 3.25379 0.19
H 1.33171 -1.26006 2.87297 0.26

=====

(8)
26
Properties=species:S:1:pos:R:3:mulliken_charge:R:1 method="wB97M-V/def2-TZVPD" lumo_ev=-3.71 orbital_gap_ev=8.18 relative_energy_ev=0.517 homo_ev=-11.89 charge=+1
C -2.35290 -1.48081 0.63311 -0.78
S -1.93904 0.25789 0.80300 -0.12
C -1.32594 0.63005 -0.85274 0.77
N -1.30628 -0.35276 -1.79022 -0.64
C -0.23268 -0.88893 -2.28063 -0.20
N 0.89061 -0.31453 -2.09659 -0.29
C 1.56873 0.18350 -1.13416 -0.26
C 1.79027 -0.47292 0.10994 0.41
C 1.36160 -1.70075 0.66079 -0.44
C 1.79470 -1.67018 1.95081 -0.56
C 2.43256 -0.46165 2.16527 -0.32
O 2.42723 0.28639 1.07057 -0.35
C -0.72952 1.81379 -1.10289 -0.66
N -1.00722 2.75504 0.07785 -0.33
I -0.03822 2.82899 -2.85211 0.24
H -1.58498 -1.89585 1.42464 0.19
H -2.37517 -1.56376 -0.42932 0.31
H -3.35168 -1.67325 1.07592 0.44
H -0.37959 -1.61082 -3.07545 0.46
H 2.18635 1.02199 -1.47507 0.49
H 0.66191 -2.37265 0.18911 0.59
H 1.64873 -2.31635 2.74576 0.48
H 2.73743 -0.08186 3.09540 0.49
H -0.80635 3.73455 -0.15506 0.45
H -0.10660 2.68302 0.66726 0.32
H -1.96395 2.66184 0.57485 0.31

=====

Values for E_tot, Ha, ordered as above
-1125.2817 -1508.8039 -956.7580 -578.9351 -2581.5296 -797.1672 -756.5723 -1284.5464